(1)
Entry from OMol25: a structure of composition C28H31MnN7O3S2 (ωB97M-V/def2-TZVPD).

Structure (XYZ):
```
72
C28H31MnN7O3S2 ωB97M-V/def2-TZVPD
Mn 1.13 -0.26 -0.08
C 4.80 -0.08 -1.72
S 3.17 -0.16 -1.11
O 2.84 1.01 -0.27
O 2.95 -1.35 -0.24
O 2.15 -0.25 -2.16
H 5.46 0.12 -0.88
H 4.83 0.73 -2.45
H 5.03 -1.03 -2.19
C 1.47 -0.73 5.16
C 0.20 -0.37 4.38
C -0.89 -1.43 4.63
C -0.31 1.01 4.81
C 0.50 -0.34 2.94
C 0.75 -0.31 1.75
H 1.25 -0.75 6.23
H 2.26 0.01 4.99
H 1.85 -1.71 4.87
H -1.12 -1.47 5.70
H -0.55 -2.41 4.31
H -1.80 -1.18 4.10
H -0.54 1.00 5.88
H -1.21 1.29 4.27
H 0.45 1.78 4.64
S -3.12 -5.09 -1.38
C -1.92 -3.82 -0.98
C -0.65 -3.83 -1.52
C 0.20 -2.78 -1.23
N -0.18 -1.75 -0.47
C -1.41 -1.73 0.04
C -2.32 -2.75 -0.18
C -2.47 -6.46 -0.46
C -2.78 -6.67 0.88
C -2.31 -7.87 1.56
N -1.59 -8.81 0.98
C -1.30 -8.62 -0.29
C -1.74 -7.48 -1.06
H -0.32 -4.63 -2.18
H 1.21 -2.73 -1.62
H -1.66 -0.87 0.66
H -3.31 -2.69 0.24
H -3.39 -5.98 1.43
H -2.58 -8.00 2.60
H -0.69 -9.37 -0.78
H -1.48 -7.44 -2.11
C 0.61 2.94 0.99
C -0.18 2.37 -0.13
N -0.17 1.11 -0.55
C -1.03 1.03 -1.63
C -1.59 2.24 -1.83
N -1.04 3.07 -0.88
C -1.36 4.51 -0.78
N -1.14 5.16 -2.02
N -2.21 5.42 -2.83
N -1.80 5.93 -3.91
C -0.42 6.03 -3.87
C 0.48 6.53 -4.81
C 1.81 6.49 -4.48
C 2.25 5.98 -3.24
C 1.37 5.49 -2.30
C 0.02 5.53 -2.65
H 1.29 2.19 1.40
H -0.05 3.27 1.80
H 1.20 3.80 0.66
H -1.17 0.12 -2.20
H -2.29 2.61 -2.56
H -0.75 4.94 0.02
H -2.41 4.62 -0.54
H 0.14 6.92 -5.76
H 2.55 6.87 -5.17
H 3.31 5.98 -3.02
H 1.72 5.10 -1.35
```

## Properties
Relative energy (zero: lowest compared OMol25 entry of this formula, charge and spin): 39.90 kcal per mole
Total charge: +2
Kohn-Sham gap (spin up / spin down): 5.677 / 1.761 eV
Spin multiplicity: 4
<S²>: 3.802



(2)
Entry from OMol25: a structure of composition C28H31N5OS2Tc (ωB97M-V/def2-TZVPD).

Structure (XYZ):
```
68
C28H31N5OS2Tc ωB97M-V/def2-TZVPD
Tc 0.10 0.45 2.91
C 1.82 0.78 4.53
C 0.63 1.22 5.14
C -0.50 0.35 5.13
C -0.39 -0.98 4.68
C 0.79 -1.40 4.06
C 1.86 -0.53 4.00
H 2.72 1.40 4.56
H 0.52 2.24 5.52
H -1.42 0.70 5.56
H -1.28 -1.63 4.75
H 0.88 -2.43 3.69
H 2.78 -0.84 3.54
C 1.27 -1.44 -8.93
C 1.09 -1.79 -7.51
C 1.12 -3.16 -7.07
C 0.98 -3.44 -5.75
C 0.90 -2.41 -4.78
N 0.88 -2.80 -3.46
C 0.87 -2.07 -2.22
O 0.14 -2.36 -1.33
N 1.83 -1.10 -2.13
C 2.03 -0.21 -0.98
C 3.08 0.69 -1.06
C 3.30 1.56 0.00
C 2.48 1.47 1.09
N 1.45 0.60 1.16
C 1.29 -0.30 0.18
C 0.90 -1.06 -5.19
C 0.98 -0.79 -6.51
H 1.57 -0.40 -9.12
H 0.30 -1.62 -9.40
H 1.97 -2.10 -9.39
H 1.20 -3.98 -7.77
H 0.99 -4.50 -5.42
H 0.64 -3.79 -3.33
H 2.49 -1.08 -2.90
H 3.70 0.72 -1.97
H 4.07 2.32 -0.08
H 2.64 2.11 1.94
H 0.50 -1.02 0.24
H 0.82 -0.30 -4.45
H 0.94 0.26 -6.80
C -2.11 6.50 2.77
C -1.59 5.11 2.62
C -2.48 4.03 2.49
C -1.96 2.76 2.50
N -0.66 2.51 2.63
C 0.19 3.49 2.73
C -0.23 4.79 2.66
H -2.27 6.95 1.80
H -1.44 7.18 3.25
H -3.05 6.49 3.33
H -3.54 4.12 2.38
H -2.66 1.93 2.45
H 1.24 3.26 2.79
H 0.48 5.59 2.80
S -1.55 -0.18 1.33
C -2.48 -1.66 1.67
N -2.59 -2.59 0.76
C -3.62 -3.58 1.06
C -3.67 -3.64 2.60
S -3.41 -1.88 3.05
H -2.12 -2.59 -0.16
H -3.32 -4.55 0.64
H -4.60 -3.24 0.67
H -2.83 -4.14 3.03
H -4.66 -4.02 3.01
```

## Properties
Relative energy (zero: lowest compared OMol25 entry of this formula, charge and spin): 0.00 kcal per mole
Total charge: +4
Kohn-Sham gap (spin up / spin down): 7.117 / 6.825 eV
Spin multiplicity: 4
<S²>: 3.785



(3)
Entry from OMol25: a structure of composition C28H32BiCl2I2N6O4SSeSi (ωB97M-V/def2-TZVPD).

Structure (XYZ):
```
78
C28H32BiCl2I2N6O4SSeSi ωB97M-V/def2-TZVPD
Bi -0.78 0.29 0.16
I 5.28 4.95 2.74
C 3.46 3.99 2.37
C 2.64 3.64 3.44
C 1.45 2.99 3.17
I 0.19 2.50 4.77
C 1.03 2.63 1.87
O -0.10 2.02 1.68
C 1.89 3.04 0.81
C 1.53 2.72 -0.61
N 1.79 1.33 -1.03
C 3.18 0.91 -1.03
C 3.67 0.10 0.15
C 4.66 -0.85 -0.07
C 5.16 -1.56 1.00
C 4.67 -1.30 2.27
C 3.68 -0.33 2.40
N 3.19 0.36 1.37
C 3.07 3.71 1.07
H 2.92 3.88 4.45
H 2.07 3.41 -1.26
H 0.46 2.90 -0.75
H 1.45 1.26 -1.99
H 3.84 1.78 -1.14
H 3.34 0.29 -1.91
H 5.02 -1.04 -1.08
H 5.92 -2.32 0.85
H 5.02 -1.84 3.14
H 3.26 -0.09 3.37
H 3.71 4.00 0.25
Cl -1.54 0.79 -3.46
C -2.70 2.04 -2.94
Cl -1.91 3.63 -2.78
H -3.10 1.77 -1.98
H -3.46 2.12 -3.71
O 1.36 -2.03 3.34
S 0.70 -0.89 2.73
N 0.45 -1.05 1.26
O -2.16 -0.82 3.57
C -2.73 0.07 2.98
C -3.87 0.88 3.59
C -4.37 1.75 2.44
C -3.38 1.47 1.33
O -3.38 2.00 0.23
N -2.47 0.52 1.70
H -3.45 1.45 4.41
H -4.62 0.20 4.00
H -4.37 2.82 2.66
H -5.36 1.49 2.09
C 2.66 -4.66 -0.54
Si 1.73 -4.11 -2.06
C 2.94 -3.49 -3.34
C 0.79 -5.55 -2.78
C 0.60 -2.69 -1.58
H 3.17 -5.61 -0.71
H 1.99 -4.78 0.32
H 3.42 -3.91 -0.26
H 3.65 -4.28 -3.62
H 3.52 -2.64 -2.96
H 2.43 -3.17 -4.25
H 1.44 -6.42 -2.88
H 0.39 -5.30 -3.77
H -0.07 -5.80 -2.15
H 0.00 -2.31 -2.41
H 1.18 -1.88 -1.11
Se -0.79 -3.20 -0.20
N -1.81 -1.70 -0.28
C -2.87 -2.00 -1.15
C -3.88 -1.12 -1.48
C -4.88 -1.52 -2.38
C -4.86 -2.79 -2.91
C -3.86 -3.70 -2.55
C -2.86 -3.33 -1.65
N -1.90 -4.19 -1.14
H -3.91 -0.13 -1.03
H -5.68 -0.83 -2.64
H -5.64 -3.10 -3.60
H -3.87 -4.71 -2.94
```

## Properties
Relative energy (zero: lowest compared OMol25 entry of this formula, charge and spin): 19.77 kcal per mole
Total charge: -1
Kohn-Sham gap: 5.971 eV
Spin multiplicity: 1



(4)
Entry from OMol25: a structure of composition C28H32BrCsN5O6 (ωB97M-V/def2-TZVPD).

Structure (XYZ):
```
73
C28H32BrCsN5O6 ωB97M-V/def2-TZVPD
Cs 0.79 -1.90 -0.38
N 5.25 -0.33 0.04
C 4.39 -0.32 -1.15
C 5.22 -0.13 -2.42
C 4.42 0.12 -3.69
C 3.57 1.39 -3.69
N 4.37 2.60 -3.47
C 4.51 3.16 -2.24
N 5.64 3.98 -2.12
N 3.69 2.95 -1.27
C 3.51 -1.58 -1.23
O 3.68 -2.49 -0.40
O 2.59 -1.54 -2.09
H 6.22 -0.30 -0.24
H 5.09 -1.23 0.49
H 3.70 0.53 -1.09
H 5.85 -1.01 -2.57
H 5.90 0.71 -2.23
H 3.73 -0.71 -3.86
H 5.11 0.16 -4.54
H 2.79 1.37 -2.93
H 3.06 1.48 -4.65
H 5.17 2.69 -4.08
H 5.94 4.39 -3.00
H 5.54 4.68 -1.41
H 2.15 2.80 -1.14
H 4.00 3.43 -0.43
C -3.54 0.91 1.04
C -3.85 -0.52 0.71
C -4.17 -0.88 -0.59
C -4.42 -2.21 -0.91
C -4.30 -3.18 0.05
C -3.96 -2.84 1.36
N -3.82 -3.86 2.32
C -2.68 -4.03 3.14
C -2.86 -4.86 4.26
C -1.83 -5.12 5.14
C -0.59 -4.52 4.95
C -0.42 -3.67 3.86
C -1.43 -3.44 2.93
C -1.04 -2.61 1.71
O -1.26 -3.12 0.59
O -0.46 -1.52 1.95
C -3.79 -1.50 1.72
C -3.54 -1.10 3.15
H -3.52 1.51 0.13
H -2.55 0.99 1.51
H -4.26 1.35 1.72
H -4.20 -0.11 -1.35
H -4.67 -2.48 -1.93
H -4.41 -4.23 -0.21
H -4.21 -4.73 2.02
H -3.85 -5.27 4.43
H -2.00 -5.77 5.99
H 0.22 -4.69 5.64
H 0.53 -3.18 3.70
H -3.94 -1.85 3.83
H -4.02 -0.15 3.37
H -2.47 -0.99 3.35
Br -1.85 3.85 -4.03
C -2.02 3.86 -2.14
C -3.24 4.32 -1.65
C -3.45 4.41 -0.28
C -2.44 4.05 0.60
C -1.23 3.60 0.10
C -1.00 3.49 -1.27
C 0.33 2.95 -1.73
O 0.55 2.51 -2.83
O 1.23 2.98 -0.76
H -4.02 4.60 -2.34
H -4.41 4.75 0.09
H -2.59 4.10 1.67
H -0.44 3.31 0.77
```

## Properties
Relative energy (zero: lowest compared OMol25 entry of this formula, charge and spin): 35.06 kcal per mole
Total charge: -1
Kohn-Sham gap: 7.228 eV
Spin multiplicity: 1



(5)
Entry from OMol25: a structure of composition C28H32BrN3O4PdSSi (ωB97M-V/def2-TZVPD).

Structure (XYZ):
```
71
C28H32BrN3O4PdSSi ωB97M-V/def2-TZVPD
Pd 0.14 -0.64 -0.27
O -1.37 4.31 4.24
C -0.97 4.68 2.94
C -0.63 3.44 2.17
C -0.32 3.51 0.81
C -0.03 2.35 0.14
N -0.01 1.14 0.73
C -0.32 1.06 2.04
C -0.64 2.20 2.77
C -0.39 -0.28 2.67
C -0.07 -0.46 4.00
C -0.09 -1.74 4.54
C 0.29 -1.93 6.00
O -0.47 -1.07 6.83
C -0.45 -2.79 3.72
C -0.75 -2.52 2.39
N -0.72 -1.30 1.86
H -1.49 5.09 4.78
H -0.08 5.33 2.95
H -1.76 5.22 2.41
H -0.31 4.44 0.28
H 0.18 2.37 -0.92
H -0.91 2.11 3.81
H 0.21 0.38 4.62
H 1.33 -1.64 6.13
H 0.20 -2.98 6.28
H -1.33 -1.47 7.01
H -0.50 -3.80 4.09
H -1.03 -3.33 1.72
Br -2.02 -2.87 -2.23
C -0.27 -3.37 -1.76
C 0.21 -4.59 -2.22
C 1.46 -5.02 -1.82
C 2.19 -4.22 -0.95
C 1.66 -3.03 -0.55
N 0.44 -2.59 -0.95
C 2.43 -2.12 0.37
O 3.48 -2.43 0.84
O 1.84 -0.95 0.62
H -0.42 -5.19 -2.86
H 1.85 -5.96 -2.17
H 3.17 -4.50 -0.58
C -3.19 1.02 -2.46
S -2.20 0.45 -1.06
C -3.45 0.02 0.15
H -3.69 1.94 -2.16
H -3.91 0.27 -2.76
H -2.51 1.23 -3.28
H -4.21 -0.64 -0.28
H -3.93 0.92 0.54
H -2.95 -0.51 0.96
C 2.90 1.46 -0.96
Si 1.83 0.30 -1.93
C 2.82 -1.10 -2.64
C 0.76 1.07 -3.23
C 1.01 2.38 -3.62
C 0.38 2.93 -4.73
C -0.52 2.16 -5.45
C -0.79 0.85 -5.07
C -0.16 0.31 -3.96
H 3.83 1.57 -1.53
H 3.16 1.03 0.01
H 2.48 2.45 -0.80
H 3.45 -0.59 -3.38
H 2.23 -1.83 -3.18
H 3.48 -1.59 -1.94
H 1.73 2.99 -3.08
H 0.60 3.94 -5.03
H -1.01 2.58 -6.32
H -1.49 0.25 -5.64
H -0.37 -0.72 -3.69
```

## Properties
Relative energy (zero: lowest compared OMol25 entry of this formula, charge and spin): 0.00 kcal per mole
Total charge: +2
Kohn-Sham gap: 7.055 eV
Spin multiplicity: 1



(6)
Entry from OMol25: a cluster of 16 separate species, C28H32Cl45FNO3 in total (ωB97M-V/def2-TZVPD).

Structure (XYZ):
```
110
C28H32Cl45FNO3 ωB97M-V/def2-TZVPD
C 2.98 -3.59 -0.56
C 1.76 -2.73 -1.31
C 2.44 -1.44 -2.07
C 1.36 -0.38 -2.71
C 1.64 1.15 -2.13
C -0.19 -0.90 -2.44
C -0.74 -2.05 -3.52
C -2.25 -2.66 -3.29
C -2.75 -3.82 -4.37
O -3.84 -3.66 -5.12
O -1.85 -5.01 -4.47
C -3.16 -2.13 -2.01
C -4.65 -2.79 -1.78
C -5.83 -1.71 -1.40
O -6.33 -1.61 -0.14
F -6.48 -0.80 -2.41
C -2.49 -0.95 -1.05
N -1.07 -0.39 -1.28
H 2.54 -4.66 -0.29
H 3.85 -3.65 -1.36
H 3.33 -3.04 0.43
H 1.01 -2.44 -0.43
H 1.25 -3.51 -2.06
H 3.12 -1.88 -2.93
H 3.05 -0.85 -1.25
H 1.49 -0.30 -3.88
H 1.53 1.19 -0.96
H 0.97 1.97 -2.68
H 2.79 1.36 -2.38
H -0.06 -2.44 -4.42
H -2.29 -5.81 -4.05
H -4.55 -3.51 -0.84
H -4.98 -3.52 -2.67
H -3.12 -0.53 -0.13
H -0.74 0.35 -0.61
C -1.29 -8.15 -6.29
Cl -2.87 -8.59 -6.94
Cl -0.90 -9.14 -4.88
Cl -0.04 -8.30 -7.53
H -1.33 -7.10 -5.97
C -9.69 0.55 -2.19
Cl -9.05 -0.16 -3.68
Cl -8.62 1.84 -1.61
Cl -11.33 1.16 -2.44
H -9.73 -0.23 -1.43
C -7.74 5.24 0.47
Cl -7.79 4.61 2.13
Cl -7.37 6.97 0.47
Cl -6.54 4.35 -0.49
H -8.72 5.09 0.01
C 2.90 4.22 0.03
Cl 1.20 3.70 -0.09
Cl 3.97 2.98 -0.64
Cl 3.13 5.76 -0.80
H 3.14 4.35 1.09
C 1.36 -12.13 -6.92
Cl -0.22 -12.58 -7.58
Cl 1.76 -13.13 -5.51
Cl 2.62 -12.29 -8.16
H 1.32 -11.09 -6.60
C 3.23 7.32 2.95
Cl 1.59 7.09 3.56
Cl 4.03 5.75 2.71
Cl 3.20 8.24 1.44
H 3.80 7.88 3.69
C -4.14 -11.01 -3.13
Cl -4.19 -11.64 -1.48
Cl -3.77 -9.28 -3.14
Cl -2.94 -11.90 -4.09
H -5.12 -11.16 -3.59
C 7.66 4.52 1.88
Cl 6.08 4.07 1.22
Cl 8.06 3.52 3.29
Cl 8.92 4.37 0.63
H 7.62 5.57 2.20
C -14.53 3.55 -2.92
Cl -13.90 2.83 -4.41
Cl -13.47 4.84 -2.34
Cl -16.18 4.16 -3.17
H -14.57 2.77 -2.15
C -1.78 5.65 5.50
Cl -1.83 5.03 7.15
Cl -1.42 7.38 5.49
Cl -0.59 4.76 4.54
H -2.76 5.50 5.04
C 4.32 8.09 7.27
Cl 4.95 7.38 5.77
Cl 5.39 9.38 7.84
Cl 2.68 8.70 7.01
H 4.28 7.31 8.03
C -0.15 -0.35 2.65
Cl -1.84 -0.87 2.53
Cl 0.93 -1.59 1.98
Cl 0.09 1.20 1.82
H 0.09 -0.21 3.70
C 4.32 -6.79 1.86
Cl 3.20 -5.43 2.02
Cl 3.84 -7.83 0.51
Cl 5.98 -6.20 1.63
H 4.29 -7.38 2.78
C 9.01 10.97 8.19
Cl 9.78 9.52 7.52
Cl 9.19 11.01 9.95
Cl 9.70 12.43 7.46
H 7.94 10.94 7.95
C 10.56 1.82 5.69
Cl 9.98 0.18 5.37
Cl 10.33 2.24 7.39
Cl 12.27 1.97 5.24
H 9.98 2.52 5.08
```

## Properties
Total charge: +1
Kohn-Sham gap: 6.908 eV
Spin multiplicity: 1